{
  "formula": "C4H6N2O",
  "method": "the ωB97M-V functional and the def2-TZVPD basis",
  "species": ["C", "O", "C", "C", "N", "C", "N", "H", "H", "H", "H", "H", "H"],
  "xyz": [[2.52, 0.53, -0.24], [1.85, -0.34, 0.69], [0.56, -0.40, 0.61], [-0.22, -1.32, 1.60], [-1.41, -1.00, 1.14], [-1.44, -0.24, -0.14], [-0.17, 0.22, -0.29], [2.23, 0.26, -1.26], [3.58, 0.37, -0.06], [2.23, 1.56, -0.04], [-4.02, 1.09, -2.44], [-2.25, -1.45, 1.48], [-3.53, 0.76, -1.99]],
  "orbital_gap_ha": [0.2695, 0.2695],
  "max_force_ev_per_a": 0.61
}



{
  "formula": "C36H89N7O2",
  "method": "the ωB97M-V functional and the def2-TZVPD basis",
  "species": ["C", "C", "N", "C", "C", "C", "C", "H", "H", "H", "H", "H", "H", "H", "H", "H", "H", "H", "H", "H", "H", "H", "C", "C", "N", "C", "C", "C", "C", "H", "H", "H", "H", "H", "H", "H", "H", "H", "H", "H", "H", "H", "H", "H", "C", "C", "N", "C", "C", "C", "C", "H", "H", "H", "H", "H", "H", "H", "H", "H", "H", "H", "H", "H", "H", "H", "C", "C", "N", "C", "C", "C", "C", "H", "H", "H", "H", "H", "H", "H", "H", "H", "H", "H", "H", "H", "H", "H", "C", "C", "N", "C", "C", "C", "C", "H", "H", "H", "H", "H", "H", "H", "H", "H", "H", "H", "H", "H", "H", "H", "C", "O", "N", "C", "C", "H", "H", "H", "H", "H", "H", "H", "C", "O", "N", "C", "C", "H", "H", "H", "H", "H", "H", "H"],
  "xyz": [[-4.43, 5.72, 8.04], [-4.23, 7.00, 8.78], [-2.88, 7.14, 9.22], [-2.60, 8.55, 9.41], [-2.93, 9.54, 8.21], [-2.62, 6.36, 10.49], [-1.16, 5.90, 10.76], [-4.15, 4.82, 8.59], [-3.82, 5.75, 7.14], [-5.49, 5.60, 7.82], [-4.68, 7.75, 8.14], [-4.72, 7.27, 9.72], [-2.97, 8.93, 10.36], [-1.51, 8.65, 9.47], [-2.37, 9.10, 7.39], [-3.99, 9.69, 8.02], [-2.70, 10.58, 8.44], [-3.21, 5.44, 10.42], [-3.01, 6.88, 11.37], [-0.93, 5.70, 11.81], [-0.54, 6.76, 10.52], [-1.02, 5.09, 10.04], [-0.19, 4.47, 17.57], [0.54, 5.80, 17.34], [-0.05, 6.43, 16.15], [0.68, 7.48, 15.35], [2.18, 7.22, 15.36], [-1.56, 6.54, 16.11], [-2.19, 6.01, 14.81], [-0.52, 4.05, 16.61], [-1.13, 4.67, 18.08], [0.45, 3.73, 18.04], [0.62, 6.33, 18.29], [1.57, 5.52, 17.14], [0.33, 7.32, 14.33], [0.54, 8.53, 15.59], [2.57, 6.28, 14.98], [2.71, 7.89, 14.68], [2.58, 7.37, 16.36], [-1.91, 7.55, 16.33], [-2.03, 5.98, 16.93], [-1.92, 5.00, 14.48], [-1.96, 6.67, 13.98], [-3.27, 6.02, 14.90], [6.21, 11.86, 13.18], [7.16, 12.32, 14.27], [7.95, 11.20, 14.97], [8.71, 11.73, 16.12], [9.58, 10.69, 16.80], [7.11, 9.99, 15.16], [5.85, 10.35, 16.06], [5.28, 11.58, 13.69], [6.62, 10.96, 12.72], [5.95, 12.56, 12.38], [7.91, 12.99, 13.86], [6.68, 12.94, 15.03], [9.46, 12.38, 15.67], [8.08, 12.21, 16.87], [10.00, 9.87, 16.22], [10.38, 11.07, 17.44], [8.96, 10.04, 17.41], [7.57, 9.10, 15.59], [6.72, 9.55, 14.24], [5.56, 9.46, 16.61], [5.01, 10.83, 15.55], [6.14, 10.89, 16.96], [1.67, 19.20, 5.93], [1.62, 19.61, 7.49], [2.72, 18.98, 8.25], [4.04, 19.38, 7.79], [5.18, 19.40, 8.84], [2.62, 17.65, 8.83], [1.19, 17.14, 9.36], [0.80, 19.79, 5.63], [1.61, 18.13, 5.76], [2.58, 19.59, 5.48], [1.75, 20.70, 7.54], [0.59, 19.41, 7.79], [3.88, 20.38, 7.40], [4.33, 18.65, 7.03], [4.96, 20.12, 9.63], [6.09, 19.63, 8.29], [5.38, 18.40, 9.22], [2.94, 17.09, 7.95], [3.42, 17.49, 9.56], [0.78, 17.78, 10.14], [0.43, 16.79, 8.67], [1.34, 16.24, 9.95], [-0.19, 9.61, 12.17], [1.13, 10.25, 12.13], [0.93, 11.69, 11.96], [0.43, 11.98, 10.58], [-0.08, 13.42, 10.29], [2.19, 12.34, 12.19], [2.45, 12.40, 13.70], [-1.09, 10.11, 12.53], [-0.24, 8.78, 12.88], [-0.49, 9.34, 11.16], [1.47, 10.08, 13.15], [1.86, 9.74, 11.51], [1.19, 11.70, 9.85], [-0.35, 11.27, 10.30], [0.54, 14.19, 9.85], [-0.86, 13.32, 9.54], [-0.71, 13.82, 11.09], [1.96, 13.36, 11.89], [2.99, 11.97, 11.54], [3.37, 12.96, 13.87], [2.69, 11.44, 14.14], [1.65, 12.88, 14.28], [5.43, 7.35, 11.54], [5.45, 7.36, 12.77], [4.34, 7.39, 10.73], [2.94, 7.49, 11.29], [4.58, 6.85, 9.30], [6.38, 7.26, 11.00], [2.95, 8.01, 12.25], [2.64, 6.47, 11.52], [2.35, 7.89, 10.46], [5.54, 6.35, 9.20], [3.80, 6.12, 9.07], [4.50, 7.66, 8.59], [-1.88, 12.11, 17.48], [-2.94, 11.87, 18.16], [-1.78, 11.92, 16.15], [-0.52, 12.26, 15.47], [-2.93, 11.47, 15.40], [-0.91, 12.47, 17.85], [0.29, 12.53, 16.15], [-0.59, 13.11, 14.78], [-0.28, 11.38, 14.87], [-3.86, 11.40, 15.97], [-3.31, 12.33, 14.85], [-2.77, 10.57, 14.80]],
  "orbital_gap_ha": [0.0634, 0.3058],
  "spin_multiplicity": 2,
  "total_charge": -1,
  "max_force_ev_per_a": 4.09
}



{
  "formula": "C50H53N2O2PSiV",
  "method": "the ωB97M-V functional and the def2-TZVPD basis",
  "species": ["V", "N", "C", "C", "C", "C", "C", "C", "C", "C", "C", "H", "H", "H", "H", "C", "C", "C", "C", "C", "C", "P", "C", "C", "C", "C", "C", "C", "C", "C", "C", "C", "C", "C", "H", "H", "H", "H", "H", "H", "H", "H", "H", "H", "H", "H", "H", "H", "H", "C", "Si", "C", "C", "C", "C", "C", "C", "C", "C", "H", "H", "H", "H", "H", "H", "H", "H", "H", "H", "H", "H", "H", "H", "H", "H", "H", "H", "H", "H", "H", "C", "O", "C", "C", "C", "C", "C", "C", "N", "C", "C", "C", "C", "C", "C", "C", "O", "H", "H", "H", "H", "H", "H", "H", "H", "H", "H", "H", "H", "H"],
  "xyz": [[-9.47, -0.07, 17.65], [-18.30, -3.08, 16.53], [-17.35, -2.42, 16.32], [-16.21, -1.58, 16.37], [-15.70, -0.94, 15.25], [-14.40, -0.49, 15.26], [-13.66, -0.64, 16.46], [-14.33, -0.98, 17.66], [-15.64, -1.42, 17.63], [-12.25, -0.51, 16.55], [-11.02, -0.55, 16.80], [-16.27, -0.82, 14.35], [-13.94, -0.08, 14.32], [-13.75, -0.92, 18.56], [-16.21, -1.70, 18.52], [-5.72, -1.44, 22.44], [-6.23, -2.57, 21.77], [-7.31, -2.49, 20.89], [-7.97, -1.25, 20.79], [-7.48, -0.14, 21.42], [-6.36, -0.23, 22.27], [-9.56, -1.07, 19.94], [-10.35, -2.68, 19.77], [-9.92, -3.52, 18.69], [-10.35, -4.85, 18.60], [-11.18, -5.35, 19.61], [-11.70, -4.50, 20.55], [-11.31, -3.15, 20.65], [-10.67, -0.12, 20.98], [-10.64, -0.24, 22.35], [-11.40, 0.60, 23.14], [-12.15, 1.61, 22.54], [-12.06, 1.85, 21.14], [-11.29, 0.99, 20.37], [-4.91, -1.58, 23.14], [-5.77, -3.54, 21.90], [-7.64, -3.28, 20.30], [-7.95, 0.84, 21.30], [-5.95, 0.70, 22.73], [-9.29, -3.12, 17.89], [-9.92, -5.43, 17.80], [-11.43, -6.41, 19.60], [-12.39, -4.90, 21.33], [-11.83, -2.47, 21.36], [-9.88, -0.94, 22.74], [-11.38, 0.51, 24.23], [-12.79, 2.23, 23.21], [-12.63, 2.62, 20.65], [-11.24, 1.11, 19.25], [-6.35, -1.16, 16.04], [-7.92, -0.14, 15.74], [-8.45, -0.47, 13.88], [-7.27, -0.83, 13.00], [-9.14, 0.77, 13.23], [-9.48, -1.67, 13.94], [-7.53, 1.70, 16.32], [-6.76, 1.58, 17.65], [-8.82, 2.49, 16.60], [-6.66, 2.40, 15.29], [-5.40, -0.65, 15.72], [-6.43, -2.04, 15.36], [-6.24, -1.54, 17.07], [-6.38, -0.13, 13.16], [-7.66, -0.83, 11.98], [-6.90, -1.85, 13.21], [-8.40, 1.54, 12.92], [-9.93, 1.20, 13.89], [-9.68, 0.40, 12.33], [-8.99, -2.55, 14.41], [-9.70, -1.87, 12.89], [-10.39, -1.32, 14.40], [-7.24, 0.86, 18.36], [-6.66, 2.54, 18.23], [-5.72, 1.15, 17.48], [-8.59, 3.35, 17.23], [-9.62, 1.83, 17.12], [-9.28, 2.79, 15.65], [-5.81, 1.75, 15.09], [-6.29, 3.38, 15.69], [-7.19, 2.56, 14.35], [-15.57, 8.07, 18.29], [-14.62, 7.36, 17.50], [-14.99, 6.06, 17.33], [-16.25, 5.51, 17.20], [-16.43, 4.13, 16.85], [-15.41, 3.24, 16.89], [-14.16, 3.75, 17.09], [-13.91, 5.16, 17.13], [-12.75, 5.60, 16.52], [-12.32, 6.86, 16.28], [-11.55, 7.09, 15.11], [-11.19, 8.40, 14.74], [-10.65, 8.69, 13.50], [-10.66, 7.62, 12.58], [-10.87, 6.31, 12.95], [-11.26, 5.92, 14.24], [-11.30, 4.67, 14.69], [-15.09, 8.96, 18.73], [-15.98, 7.47, 19.10], [-16.45, 8.37, 17.73], [-17.19, 6.09, 17.32], [-17.47, 3.86, 16.57], [-15.57, 2.21, 16.63], [-13.31, 3.13, 17.25], [-12.20, 4.93, 15.90], [-12.51, 7.66, 17.01], [-11.30, 9.23, 15.43], [-10.44, 9.68, 13.13], [-10.45, 7.81, 11.49], [-10.76, 5.56, 12.15]],
  "orbital_gap_ha": [0.2112, 0.2302],
  "spin_multiplicity": 3,
  "total_charge": 1,
  "max_force_ev_per_a": 5.11
}



- Which formula does entry 1 have?
  C4H6N2O



- Which formula does entry 3 have?
  C50H53N2O2PSiV